# 1
DFT (the ωB97M-V functional and the def2-TZVPD basis) results for a cluster of 7 separate species, C24H49FO9S in total.

The geometry in XYZ format:
```
84
Properties=species:S:1:pos:R:3:lowdin_charge:R:1
O 3.89682 1.70274 4.34531 -0.365
S 3.70386 2.73210 3.42324 0.902
O 2.30139 3.40986 3.76727 -0.242
O 4.67566 4.03171 3.99615 -0.268
F 5.76788 3.46501 4.67366 -0.101
H 2.26566 3.64776 4.70598 0.085
C 2.21289 1.11375 -1.21232 -0.151
C 0.73955 1.34041 -0.89147 -0.151
C 0.79682 1.64381 0.59773 -0.189
O 2.05858 2.28445 0.84236 -0.203
C 2.89218 2.14129 -0.31524 -0.197
H 2.45917 1.24648 -2.26440 0.116
H 2.50393 0.10339 -0.91697 0.097
H 0.36458 2.20884 -1.44051 0.117
H 0.10563 0.49559 -1.12717 0.088
H 0.75713 0.72587 1.19320 0.122
H -0.00755 2.30526 0.92605 0.107
H 2.96800 3.11565 -0.81078 0.106
H 3.89118 1.83650 0.00098 0.111
C 5.30186 -3.06385 0.54283 -0.169
C 4.32796 -4.17592 0.92488 -0.169
C 3.02482 -3.40452 1.09106 -0.195
O 3.09048 -2.30150 0.17915 -0.151
C 4.42471 -2.16992 -0.32304 -0.210
H 6.18986 -3.41544 0.02111 0.110
H 5.62200 -2.52418 1.43593 0.114
H 4.23825 -4.89403 0.10692 0.112
H 4.61378 -4.71857 1.82380 0.110
H 2.92436 -3.00542 2.10650 0.120
H 2.14245 -4.00354 0.86600 0.100
H 4.43209 -2.49554 -1.36936 0.118
H 4.72249 -1.12131 -0.28483 0.109
C -0.63459 5.94623 0.56755 -0.167
C 0.62949 5.51501 1.31119 -0.167
C 1.71998 5.94958 0.34426 -0.192
O 1.21589 7.10192 -0.34068 -0.139
C -0.18085 7.24860 -0.08102 -0.208
H -1.50273 6.07470 1.21162 0.109
H -0.88579 5.21038 -0.20033 0.109
H 0.71452 6.06787 2.24952 0.116
H 0.66968 4.45282 1.53741 0.082
H 1.92665 5.16770 -0.39385 0.105
H 2.65393 6.20910 0.84251 0.120
H -0.32356 8.09913 0.59507 0.116
H -0.69708 7.46210 -1.01714 0.114
C -2.31120 -1.86638 -4.31508 -0.160
C -1.83700 -2.85482 -3.24652 -0.161
C -0.81440 -2.02325 -2.48464 -0.188
O -1.26035 -0.66216 -2.56973 -0.166
C -2.30008 -0.55372 -3.54130 -0.202
H -3.28896 -2.10329 -4.72996 0.111
H -1.59305 -1.82583 -5.13605 0.113
H -2.66895 -3.12124 -2.58961 0.110
H -1.41609 -3.77295 -3.64991 0.112
H 0.17832 -2.09276 -2.94082 0.124
H -0.73258 -2.30944 -1.43871 0.096
H -3.24751 -0.39888 -3.01348 0.097
H -2.11354 0.31314 -4.17581 0.119
C -2.36496 -5.22429 1.00622 -0.164
C -1.34760 -6.36290 1.03755 -0.167
C -0.34039 -5.90517 -0.00890 -0.203
O -0.34551 -4.47408 0.01853 -0.165
C -1.46598 -4.01500 0.78771 -0.199
H -2.96408 -5.14469 1.91044 0.113
H -3.04194 -5.34868 0.15870 0.113
H -0.87332 -6.41409 2.01948 0.114
H -1.77249 -7.33930 0.81442 0.111
H -0.62956 -6.23549 -1.01268 0.117
H 0.67068 -6.26037 0.19333 0.112
H -1.09085 -3.61903 1.73697 0.122
H -1.96685 -3.20921 0.24976 0.104
C -5.08716 2.10107 0.40976 -0.168
C -4.51919 1.39603 -0.82238 -0.172
C -4.16656 0.02835 -0.25359 -0.212
O -5.10635 -0.23218 0.79193 -0.141
C -5.82698 0.96233 1.10261 -0.206
H -5.73505 2.94307 0.17474 0.110
H -4.27396 2.46248 1.04226 0.112
H -5.29118 1.29964 -1.58909 0.115
H -3.66253 1.90147 -1.26406 0.110
H -3.15870 0.02549 0.17545 0.118
H -4.22663 -0.76910 -0.99446 0.104
H -6.84946 0.86350 0.72174 0.116
H -5.87202 1.07985 2.18506 0.115
```

Computed properties:
Highest occupied orbital energy (eV): -9.279
F_max (eV/A): 3.2
Lowest unoccupied orbital energy (eV): 0.53
Frontier orbital gap (eV): 9.8


# 2
DFT (the ωB97M-V functional and the def2-TZVPD basis) results for the molecule C14H22N2O4S.

The geometry in XYZ format:
```
43
Properties=species:S:1:pos:R:3:nbo_charge:R:1
C 3.22010 -1.00589 2.54675 -0.252
O 1.99112 -0.47156 2.10349 -0.522
C 0.93972 -1.31719 1.93772 0.385
C 1.01151 -2.70633 1.95377 -0.318
C -0.12783 -3.46220 1.72614 -0.162
C -1.35915 -2.87360 1.47458 -0.046
C -2.58911 -3.69338 1.23715 -0.623
C -1.42435 -1.48319 1.47021 -0.159
C -0.29986 -0.72587 1.70221 -0.403
S -0.44118 1.06443 1.75104 2.325
O -0.03776 1.54128 3.03726 -0.925
O -1.74766 1.40354 1.26789 -0.947
N 0.65697 1.63461 0.63903 -0.848
C 0.42665 1.18061 -0.71139 -0.272
C 1.12627 2.11573 -1.71969 -0.204
N 0.81585 1.95856 -3.11548 -0.445
C -0.48429 2.40084 -3.58323 -0.247
C -1.54141 1.28764 -3.62379 -0.087
O -1.07660 0.16492 -4.34513 -0.527
C 0.11242 -0.34223 -3.78141 -0.087
C 1.21472 0.72725 -3.76733 -0.246
H 3.67487 -1.64883 1.78584 0.177
H 3.09787 -1.56717 3.47666 0.186
H 3.86470 -0.14743 2.72704 0.206
H 1.94730 -3.20903 2.14000 0.224
H -0.04705 -4.53939 1.74442 0.213
H -3.13807 -3.31726 0.37673 0.222
H -2.33591 -4.73655 1.06732 0.215
H -3.24855 -3.63519 2.10240 0.224
H -2.35222 -0.96196 1.29257 0.244
H 1.59903 1.51339 0.97789 0.408
H 0.76102 0.14149 -0.85413 0.174
H -0.65598 1.22621 -0.83935 0.224
H 0.87939 3.14268 -1.43919 0.207
H 2.20944 1.99195 -1.61168 0.186
H -0.83406 3.22085 -2.95659 0.208
H -0.34474 2.77179 -4.60643 0.195
H -2.43343 1.63192 -4.15030 0.195
H -1.82428 0.98233 -2.60531 0.159
H 0.40708 -1.18515 -4.41016 0.193
H -0.08793 -0.70728 -2.76199 0.156
H 2.11268 0.33633 -3.28744 0.200
H 1.45317 0.97639 -4.80887 0.196
```

Computed properties:
Highest occupied orbital energy (eV): -8.157
F_max (eV/A): 1.0
Lowest unoccupied orbital energy (eV): 0.48
ΔE to the lowest compared entry with this formula, charge and spin (kJ/mol): 287.6
Frontier orbital gap (eV): 8.6


# 3
DFT (the ωB97M-V functional and the def2-TZVPD basis) results for a structure of composition C5H7O3Tb.

The geometry in XYZ format:
```
16
Properties=species:S:1:pos:R:3:lowdin_spin:R:1
O 0.94917 -0.18239 0.86611 0.004
C 2.26723 -0.08769 0.41909 0.021
O 2.63496 -0.72408 -0.58286 0.047
Tb 4.99484 0.27877 -0.38549 6.879
O 2.98148 0.71899 1.03227 0.048
C 0.10692 -0.96472 0.26676 0.000
H 0.45661 -1.50075 -0.62184 0.000
H -1.76185 -1.89210 0.55531 0.000
C -1.27599 -0.91898 0.66725 0.000
H -1.43985 -0.43674 1.63564 0.000
C -1.72110 0.04033 -0.50086 0.000
C -1.36667 1.45284 -0.40859 0.000
H -2.77024 -0.19120 -0.71449 0.000
H -1.45028 1.90667 0.58395 0.000
H -1.08639 0.36548 -1.56513 0.000
H -1.51882 2.13558 -1.24711 0.000
```

Computed properties:
Multiplicity: 8
Highest occupied orbital energy (spin up / spin down) (eV): -20.544 / -20.334
F_max (eV/A): 5.0
Lowest unoccupied orbital energy (spin up / spin down) (eV): -14.75 / -14.75
Net charge: +3
ΔE to the lowest compared entry with this formula, charge and spin (kJ/mol): 84.3
Frontier orbital gap (spin up / spin down) (eV): 5.8 / 5.6


# 4
DFT (the ωB97M-V functional and the def2-TZVPD basis) results for the molecule C4H10N4O.

The geometry in XYZ format:
```
19
Properties=species:S:1:pos:R:3:nbo_charge:R:1
C -1.98107 0.76622 -0.13513 -0.428
N -1.10034 -0.36922 -0.37952 -0.587
C -0.12222 -0.63131 1.00666 0.618
C 0.70996 0.03613 -1.09891 0.215
C 1.09819 -0.02218 0.17323 0.119
N -0.00211 -2.07488 1.05604 -0.898
N 0.77740 0.83441 -2.14479 -0.801
N 2.15569 0.44695 0.85712 -0.786
O -0.33281 -0.03697 2.10223 -0.793
H -1.60711 -1.16032 -0.76490 0.384
H 0.54691 -2.49083 0.31298 0.368
H 0.22916 -2.38265 1.99082 0.387
H 0.85605 1.83638 -1.99165 0.385
H 0.68929 0.42032 -3.06313 0.399
H 1.95851 0.49512 1.85652 0.426
H 2.75145 1.14845 0.44282 0.385
H -2.56305 0.63139 0.78033 0.223
H -2.68019 0.87628 -0.96842 0.189
H -1.38372 1.67670 -0.03230 0.196
```

Computed properties:
Highest occupied orbital energy (eV): -8.131
F_max (eV/A): 2.4
Lowest unoccupied orbital energy (eV): 0.54
ΔE to the lowest compared entry with this formula, charge and spin (kJ/mol): 337.5
Frontier orbital gap (eV): 8.7


# 5
DFT (the ωB97M-V functional and the def2-TZVPD basis) results for a structure of composition C3H5BrO2S.

The geometry in XYZ format:
```
12
Properties=species:S:1:pos:R:3:nbo_charge:R:1
C 1.67702 0.07647 0.98074 -0.774
C 1.56963 -0.07731 -0.59503 -0.426
C -2.16133 0.97559 -0.87121 -0.567
O 1.90117 -2.58827 0.51416 -0.896
O -0.39574 -1.60953 0.55752 -0.943
S 1.03419 -1.44944 0.38078 2.063
Br -0.08221 0.84305 -1.25239 0.354
H 2.70623 0.07834 1.30489 0.256
H 1.05143 0.80467 1.47425 0.246
H -2.59406 1.00363 -1.86063 0.225
H -2.31399 1.87613 -0.29902 0.220
H -2.39234 0.06666 -0.33405 0.243
```

Computed properties:
Highest occupied orbital energy (spin up / spin down) (eV): -8.819 / -8.820
F_max (eV/A): 1.9
Lowest unoccupied orbital energy (spin up / spin down) (eV): -1.35 / -1.35
ΔE to the lowest compared entry with this formula, charge and spin (kJ/mol): 449.2
Frontier orbital gap (spin up / spin down) (eV): 7.5 / 7.5


Repeat the fifth record exactly.
DFT (the ωB97M-V functional and the def2-TZVPD basis) results for a structure of composition C3H5BrO2S.

The geometry in XYZ format:
```
12
Properties=species:S:1:pos:R:3:nbo_charge:R:1
C 1.67702 0.07647 0.98074 -0.774
C 1.56963 -0.07731 -0.59503 -0.426
C -2.16133 0.97559 -0.87121 -0.567
O 1.90117 -2.58827 0.51416 -0.896
O -0.39574 -1.60953 0.55752 -0.943
S 1.03419 -1.44944 0.38078 2.063
Br -0.08221 0.84305 -1.25239 0.354
H 2.70623 0.07834 1.30489 0.256
H 1.05143 0.80467 1.47425 0.246
H -2.59406 1.00363 -1.86063 0.225
H -2.31399 1.87613 -0.29902 0.220
H -2.39234 0.06666 -0.33405 0.243
```

Computed properties:
Highest occupied orbital energy (spin up / spin down) (eV): -8.819 / -8.820
F_max (eV/A): 1.9
Lowest unoccupied orbital energy (spin up / spin down) (eV): -1.35 / -1.35
ΔE to the lowest compared entry with this formula, charge and spin (kJ/mol): 449.2
Frontier orbital gap (spin up / spin down) (eV): 7.5 / 7.5


Question: Among the records above, which one has the lowest F_max?
Answer: C14H22N2O4S


Repeat the second record exactly.
DFT (the ωB97M-V functional and the def2-TZVPD basis) results for the molecule C14H22N2O4S.

The geometry in XYZ format:
```
43
Properties=species:S:1:pos:R:3:nbo_charge:R:1
C 3.22010 -1.00589 2.54675 -0.252
O 1.99112 -0.47156 2.10349 -0.522
C 0.93972 -1.31719 1.93772 0.385
C 1.01151 -2.70633 1.95377 -0.318
C -0.12783 -3.46220 1.72614 -0.162
C -1.35915 -2.87360 1.47458 -0.046
C -2.58911 -3.69338 1.23715 -0.623
C -1.42435 -1.48319 1.47021 -0.159
C -0.29986 -0.72587 1.70221 -0.403
S -0.44118 1.06443 1.75104 2.325
O -0.03776 1.54128 3.03726 -0.925
O -1.74766 1.40354 1.26789 -0.947
N 0.65697 1.63461 0.63903 -0.848
C 0.42665 1.18061 -0.71139 -0.272
C 1.12627 2.11573 -1.71969 -0.204
N 0.81585 1.95856 -3.11548 -0.445
C -0.48429 2.40084 -3.58323 -0.247
C -1.54141 1.28764 -3.62379 -0.087
O -1.07660 0.16492 -4.34513 -0.527
C 0.11242 -0.34223 -3.78141 -0.087
C 1.21472 0.72725 -3.76733 -0.246
H 3.67487 -1.64883 1.78584 0.177
H 3.09787 -1.56717 3.47666 0.186
H 3.86470 -0.14743 2.72704 0.206
H 1.94730 -3.20903 2.14000 0.224
H -0.04705 -4.53939 1.74442 0.213
H -3.13807 -3.31726 0.37673 0.222
H -2.33591 -4.73655 1.06732 0.215
H -3.24855 -3.63519 2.10240 0.224
H -2.35222 -0.96196 1.29257 0.244
H 1.59903 1.51339 0.97789 0.408
H 0.76102 0.14149 -0.85413 0.174
H -0.65598 1.22621 -0.83935 0.224
H 0.87939 3.14268 -1.43919 0.207
H 2.20944 1.99195 -1.61168 0.186
H -0.83406 3.22085 -2.95659 0.208
H -0.34474 2.77179 -4.60643 0.195
H -2.43343 1.63192 -4.15030 0.195
H -1.82428 0.98233 -2.60531 0.159
H 0.40708 -1.18515 -4.41016 0.193
H -0.08793 -0.70728 -2.76199 0.156
H 2.11268 0.33633 -3.28744 0.200
H 1.45317 0.97639 -4.80887 0.196
```

Computed properties:
Highest occupied orbital energy (eV): -8.157
F_max (eV/A): 1.0
Lowest unoccupied orbital energy (eV): 0.48
ΔE to the lowest compared entry with this formula, charge and spin (kJ/mol): 287.6
Frontier orbital gap (eV): 8.6